Molecular formula: C31H43AsIrN3O3SSi3
Method: DFT, ωB97M-V/def2-TZVPD

XYZ file:
```
86
Properties=species:S:1:pos:R:3:lowdin_charge:R:1
Ir 0.4165 -0.0188 -0.2780 0.75
O -0.7027 0.6105 -2.2684 -0.13
C -1.9009 1.3740 -1.9971 -0.30
C -2.2829 1.2604 -0.4970 -0.56
O -3.3639 1.6526 -0.1150 0.10
O -1.3568 0.8059 0.2878 -0.29
C -1.5486 2.8227 -2.3273 -0.16
C -0.6734 3.0742 -3.3820 -0.01
C -0.3417 4.3759 -3.7258 -0.07
C -0.8784 5.4439 -3.0205 -0.09
C -1.7521 5.1992 -1.9724 -0.07
C -2.0884 3.8966 -1.6255 -0.03
C -3.0524 0.8233 -2.8304 -0.13
C -3.2714 -0.5525 -2.8681 -0.02
C -4.3207 -1.0791 -3.6057 -0.07
C -5.1766 -0.2352 -4.2987 -0.08
C -4.9778 1.1354 -4.2439 -0.07
C -3.9204 1.6629 -3.5154 0.00
H -0.9720 -0.2913 -2.5086 0.02
H -0.2458 2.2457 -3.9288 0.12
H 0.3405 4.5548 -4.5472 0.10
H -0.6183 6.4600 -3.2884 0.10
H -2.1795 6.0247 -1.4175 0.10
H -2.7872 3.7146 -0.8199 0.11
H -2.6447 -1.2329 -2.2958 0.08
H -4.4721 -2.1506 -3.6295 0.11
H -5.9966 -0.6447 -4.8742 0.10
H -5.6482 1.8027 -4.7701 0.10
H -3.7722 2.7338 -3.4855 0.12
N 2.2972 -0.6079 -0.7127 -0.05
C 3.2165 -1.3088 -0.8803 -0.37
N 4.3124 -1.9098 -1.1013 0.11
C 4.6288 -3.1300 -0.7213 -0.42
N 4.9799 -4.1882 -0.4044 0.11
C 2.8827 -0.8648 4.7174 -0.20
Si 2.7872 -0.9906 2.8514 0.34
C 4.1334 0.0760 2.1139 -0.20
C 2.9082 -2.7654 2.2894 -0.20
As 0.6508 -0.2377 2.0831 0.84
Si -1.1218 -1.4690 3.1332 0.34
C -2.7444 -0.6240 2.7762 -0.19
C -0.7110 -1.4604 4.9605 -0.22
C -1.1361 -3.2336 2.5380 -0.21
Si 0.5783 2.1338 2.2969 0.35
C 1.6407 2.6390 3.7568 -0.22
C 1.4451 2.5825 0.6864 -0.21
C -1.0919 2.9578 2.4425 -0.18
H 3.9201 -1.0547 5.0089 0.04
H 2.2602 -1.6039 5.2182 0.01
H 2.6104 0.1235 5.0902 0.02
H 5.1004 -0.3590 2.3815 0.05
H 4.1136 1.0953 2.5010 0.02
H 4.0742 0.1215 1.0238 0.01
H 3.9097 -3.1568 2.4875 0.05
H 2.7253 -2.8569 1.2188 0.00
H 2.1890 -3.4026 2.8081 0.02
H -2.6534 0.4472 2.6238 0.00
H -3.4378 -0.8031 3.6027 0.04
H -3.1877 -1.0284 1.8642 0.04
H -0.4881 -0.4673 5.3551 0.03
H 0.1340 -2.1146 5.1724 0.01
H -1.5736 -1.8505 5.5088 0.04
H -1.2826 -3.3104 1.4620 -0.02
H -1.9656 -3.7460 3.0361 0.04
H -0.2151 -3.7608 2.7925 0.02
H 2.6788 2.3251 3.6559 0.01
H 1.2484 2.2297 4.6908 0.03
H 1.6261 3.7291 3.8502 0.04
H 2.4929 2.2782 0.6914 0.03
H 1.3954 3.6636 0.5215 0.05
H 0.9734 2.1583 -0.2216 -0.01
H -1.9205 2.2728 2.5959 0.01
H -1.3059 3.4928 1.5147 0.03
H -1.0702 3.6781 3.2635 0.04
S -0.3540 -2.0807 -0.7994 0.68
C 0.7339 -2.8084 -2.0001 -0.62
C 0.7627 -2.3800 -3.3246 -0.11
C 1.5859 -3.0112 -4.2441 -0.08
C 2.3742 -4.0855 -3.8549 -0.07
C 2.3356 -4.5311 -2.5418 -0.09
C 1.5203 -3.8920 -1.6178 -0.13
H 0.1413 -1.5573 -3.6586 0.09
H 1.6060 -2.6636 -5.2692 0.10
H 3.0204 -4.5725 -4.5737 0.11
H 2.9570 -5.3551 -2.2210 0.10
H 1.4981 -4.2300 -0.5891 0.10
```

Calculated values
Charge = 0
HOMO-LUMO gap = 7.48 eV



Molecular formula: C50H38BrClN2O5PSn
Method: DFT, ωB97M-V/def2-TZVPD

XYZ file:
```
99
Properties=species:S:1:pos:R:3:lowdin_charge:R:1
Sn 1.0367 0.2946 0.9446 1.61
C 1.7012 -5.0408 5.5980 -0.07
O 2.9381 -4.3650 5.6419 -0.05
C 3.1126 -3.2799 4.8684 -0.27
C 4.3292 -2.5778 5.0344 0.00
C 4.5334 -1.4038 4.3757 -0.02
C 3.5890 -0.8604 3.4702 -0.10
C 3.7358 0.4486 2.9327 -0.36
C 4.8851 1.3467 3.3051 0.01
O 2.9149 0.9762 2.1376 -0.17
C 2.4364 -1.6587 3.1796 -0.32
O 1.5638 -1.3888 2.2615 -0.24
C 2.2031 -2.8156 3.9446 0.05
H 1.7592 -5.8082 6.3661 0.10
H 1.5305 -5.5103 4.6259 0.10
H 0.8720 -4.3636 5.8179 0.10
H 5.0647 -2.9852 5.7082 0.12
H 5.4525 -0.8720 4.5526 0.11
H 5.3690 1.1014 4.2411 0.07
H 4.5121 2.3689 3.3468 0.09
H 5.6177 1.3040 2.4990 0.10
H 1.2782 -3.3312 3.7389 0.11
C -1.8038 2.6006 -6.2951 -0.07
C -0.5565 2.7024 -5.7022 -0.06
C -0.2289 1.9022 -4.6183 -0.06
C -1.1503 0.9693 -4.1713 -0.26
C -2.4008 0.8524 -4.7749 -0.08
C -2.7359 1.6929 -5.8180 -0.06
P -0.7480 -0.3363 -2.9701 1.08
C -2.1983 -0.9361 -2.0670 -0.28
C -2.4219 -2.3094 -2.0632 -0.09
C -3.5887 -2.8251 -1.5324 -0.08
C -4.5416 -1.9688 -1.0017 -0.07
C -4.3145 -0.6019 -0.9918 -0.06
C -3.1421 -0.0787 -1.5123 -0.07
C -0.6233 -1.7164 -4.3079 -0.18
C -1.0225 -2.3714 -5.4394 -0.04
C -0.2148 -3.4364 -5.9072 -0.06
C 0.9279 -3.8708 -5.2777 -0.01
C 1.3795 -3.2134 -4.1123 -0.16
C 2.5022 -3.4309 -3.2821 0.00
C 2.7642 -2.5687 -2.2427 -0.05
C 1.9707 -1.4450 -1.9187 -0.07
C 0.8354 -1.2562 -2.6592 -0.15
C 0.5783 -2.1434 -3.7189 -0.23
H -2.0462 3.2191 -7.1451 0.11
H 0.1648 3.3988 -6.0999 0.11
H 0.7341 1.9980 -4.1341 0.11
H -3.0927 0.1022 -4.4152 0.11
H -3.7111 1.6344 -6.2781 0.11
H -1.6849 -2.9689 -2.4987 0.11
H -3.7652 -3.8915 -1.5607 0.11
H -5.4706 -2.3667 -0.6195 0.11
H -5.0794 0.0612 -0.6143 0.11
H -2.9631 0.9864 -1.5222 0.11
H -1.9140 -2.1021 -5.9860 0.11
H -0.5196 -3.9322 -6.8178 0.11
H 1.4948 -4.6968 -5.6800 0.11
H 3.1583 -4.2681 -3.4683 0.12
H 3.6391 -2.7359 -1.6323 0.11
H 2.3318 -0.7650 -1.1499 0.05
Br 0.3262 6.5119 5.3620 0.77
C -0.0635 4.8543 4.5285 -0.67
C 0.4101 4.5991 3.2480 -0.10
C 0.1068 3.3999 2.6391 -0.02
C -0.6785 2.4416 3.2926 -0.27
C -1.1233 2.7102 4.5931 -0.01
C -0.8146 3.9053 5.2088 -0.11
N -0.9037 1.2410 2.6338 0.05
C -1.8497 0.4435 2.9451 -0.06
C -1.9701 -0.8703 2.3339 -0.26
C -2.8389 -1.8231 2.8697 0.01
C -2.8136 -3.1092 2.3562 -0.03
C -1.9532 -3.3976 1.3082 -0.03
C -1.1636 -2.3723 0.8047 -0.13
N -1.1732 -1.1513 1.2990 0.05
H 1.0169 5.3331 2.7410 0.11
H 0.4648 3.1920 1.6367 0.09
H -1.6831 1.9724 5.1459 0.11
H -1.1419 4.1041 6.2166 0.11
H -2.6003 0.6786 3.7085 0.14
H -3.4979 -1.5736 3.6890 0.12
H -3.4498 -3.8725 2.7760 0.12
H -1.8785 -4.3896 0.8901 0.12
H -0.4792 -2.5491 -0.0174 0.12
Cl -0.8984 7.6254 -0.9784 0.70
C -0.5179 5.9567 -1.1726 -0.66
C -1.3414 4.9923 -0.6044 -0.09
C -1.0421 3.6559 -0.7781 -0.02
C 0.0960 3.2855 -1.4863 -0.15
C 0.9355 4.2597 -2.0201 -0.01
C 0.6192 5.5955 -1.8865 -0.08
C 0.4953 1.8631 -1.5630 -0.67
O 1.6780 1.5588 -1.4659 -0.03
O -0.4617 0.9733 -1.6056 -0.22
H -2.2083 5.2878 -0.0364 0.11
H -1.6671 2.8918 -0.3383 0.11
H 1.8355 3.9597 -2.5364 0.13
H 1.2522 6.3530 -2.3214 0.11
```

Calculated values
Charge = +1
HOMO-LUMO gap = 7.05 eV



> Which of these has the lowest HOMO-LUMO gap?

C50H38BrClN2O5PSn